(1)
DFT (ωB97M-V/def2-TZVPD) results for a 22-piece molecular cluster, C23H75FI2N2O22S overall at a distorted geometry.

Output
lowest unoccupied orbital energy = -2.1 eV
charge = 0
Kohn-Sham gap = 0.2295 Eh

Geometry as XYZ:
```
126
Properties=species:S:1:pos:R:3:mulliken_charge:R:1
C 2.72002 0.83808 2.77659 -0.582
C 1.45626 0.11202 2.44041 -0.390
C 1.36152 -0.75630 1.01492 -0.042
C 0.06975 -0.55755 -0.02944 0.350
C -1.06031 0.53704 0.47260 0.095
C -0.62081 2.10765 0.25734 0.347
C -2.00854 3.01359 0.06361 -0.282
C -2.84355 3.18196 1.50199 -0.040
C -4.44549 3.44875 1.17030 0.441
C -5.24645 2.12531 0.62610 -0.141
C -5.89725 1.17683 1.79554 -0.202
C -5.34152 -0.37975 1.62333 0.468
C -5.96084 -1.42935 2.72462 -0.594
O -5.08383 -1.67079 3.88455 -0.351
C -4.05922 -2.69399 3.59998 -0.473
C -0.05651 -1.44250 -1.44344 0.509
C -1.36213 -1.20937 -2.46238 -0.937
I -3.25806 -1.96018 -1.59575 0.065
C -1.44185 0.38259 -2.91940 -0.060
C -2.24335 0.43645 -4.36181 -0.575
I 0.66875 0.94202 -3.38363 0.105
C 1.16594 -2.52388 -1.81255 0.006
C 1.06841 -3.36081 -3.21657 0.467
C 2.47601 -4.00163 -3.75583 -1.081
F -0.01129 -4.39711 -3.00793 -0.344
C 2.36191 -2.63683 -0.68757 0.070
N 3.56145 -3.55619 -0.73387 -0.313
S 4.67970 -3.39383 0.63867 0.050
N 3.83486 -2.14125 1.55773 -0.530
C 2.57942 -1.81863 0.74017 0.671
H 2.87193 1.26877 3.87552 0.239
H 3.62994 0.96955 2.03910 0.030
H 0.55682 0.12223 3.19716 0.282
H -1.21240 0.36721 1.63752 0.326
H -2.11356 0.40789 -0.01878 -0.447
H 0.04483 2.27673 -0.69032 -0.143
H -0.05295 2.56198 1.18724 0.155
H -2.78758 2.48750 -0.67125 -0.026
H -1.76391 4.08266 -0.40414 0.057
H -2.66759 2.25481 2.22165 0.016
H -2.43866 4.19216 1.98851 0.188
H -4.95402 3.80350 2.16343 -0.251
H -4.51606 4.26654 0.31181 -0.222
H -6.14446 2.52376 -0.05214 0.370
H -4.60454 1.42870 -0.06605 -0.084
H -7.06939 1.10879 1.58037 0.337
H -5.64726 1.61494 2.85482 -0.095
H -5.64109 -0.75709 0.54398 0.097
H -4.16513 -0.46134 1.68234 -0.307
H -6.22669 -2.48976 2.24874 0.262
H -6.99204 -0.95586 3.09116 0.287
H -4.14123 -3.16182 2.51312 0.236
H -3.01034 -2.14208 3.65677 0.132
H -4.06411 -3.53311 4.41884 0.236
H -1.23877 -1.81545 -3.48340 0.300
H -1.93097 1.08319 -2.12005 -0.041
H -1.77776 -0.38779 -5.08838 0.082
H -2.14259 1.46576 -4.91957 0.325
H -3.34458 0.10005 -4.15149 0.253
H 0.69888 -2.61508 -4.07262 0.044
H 2.26824 -4.43058 -4.85037 0.365
H 3.26787 -3.12516 -3.92876 0.187
H 2.89647 -4.88609 -3.11531 0.309
O 1.89362 -5.96021 1.37485 -0.658
H 0.98061 -5.64187 1.43732 0.313
H 2.31762 -5.33715 0.76575 0.342
O 3.03111 3.23178 0.84032 -0.584
H 3.75784 3.83259 0.61733 0.273
H 2.90289 2.71004 0.03390 0.291
O 7.63870 -2.80134 -0.92385 -0.640
H 7.93433 -2.47615 -0.06031 0.333
H 6.71882 -3.06550 -0.77212 0.257
O 6.22949 -0.03362 0.38477 -0.509
H 5.44846 -0.38987 0.83412 0.316
H 6.11389 -0.30699 -0.53767 0.255
O -4.10638 5.47871 -1.35472 -0.553
H -5.01939 5.79705 -1.29224 0.207
H -3.68238 6.10177 -1.96382 0.267
O -6.31419 2.40400 4.77222 -0.604
H -5.64504 2.09770 5.40250 0.278
H -7.14892 2.31812 5.25682 0.273
O -3.38824 5.34654 -4.07346 -0.577
H -3.75991 4.48124 -4.30141 0.279
H -3.19861 5.75344 -4.93221 0.278
O -0.37880 3.72406 2.98649 -0.529
H -0.77466 3.51894 3.84676 0.267
H -0.19331 4.67393 3.03467 0.261
O 5.07138 -0.16857 -2.54238 -0.549
H 4.42948 0.47647 -2.87513 0.215
H 5.35238 -0.64959 -3.33525 0.339
O -3.64842 -5.75025 -1.37445 -0.619
H -2.92169 -5.14944 -1.59744 0.304
H -3.77665 -6.27199 -2.18088 0.304
O 8.62120 -2.77860 -3.79137 -0.643
H 8.22534 -2.98372 -2.93110 0.328
H 8.80669 -1.82873 -3.74319 0.306
O 6.42853 -5.46699 -2.22413 -0.598
H 6.74964 -5.57981 -3.13132 0.303
H 7.07507 -4.86924 -1.81959 0.319
O 5.61425 -5.02762 3.76842 -0.622
H 5.04190 -5.80167 3.87844 0.330
H 5.09709 -4.43221 3.20537 0.284
O -5.65434 0.66686 7.34008 -0.627
H -5.33651 -0.07751 6.80741 0.315
H -5.65592 0.32269 8.24591 0.303
O 8.31250 1.23209 2.78851 -0.653
H 7.82385 1.13886 1.95703 0.329
H 7.71689 0.85537 3.45358 0.307
O -5.52413 5.53932 3.60572 -0.643
H -5.65601 4.63325 3.92273 0.304
H -6.36663 5.97875 3.79567 0.302
O -1.50094 7.25586 -2.52247 -0.640
H -0.67003 6.90129 -2.17218 0.382
H -1.87580 6.51849 -3.02718 0.310
O 1.12120 6.55679 -0.82413 -0.664
H 0.72534 6.35167 0.03614 0.322
H 1.30669 7.50666 -0.77595 0.328
O 6.48790 -8.18434 4.89973 -0.637
H 6.40897 -8.71556 4.09325 0.324
H 6.45636 -7.26960 4.58154 0.322
O 5.35158 0.24214 -5.09202 -0.565
H 6.07831 0.84296 -5.31501 0.277
H 5.22335 -0.27960 -5.89844 0.290
O -1.80094 -0.69922 -7.16174 -0.653
H -0.97003 -1.05379 -6.81144 0.310
H -2.17580 -1.43660 -7.66644 0.316
```

***

(2)
DFT (ωB97M-V/def2-TZVPD) results for one molecule with the formula C2H4F2OS at a distorted geometry.

Output
lowest unoccupied orbital energy = 0.2 eV
charge = 0
Kohn-Sham gap = 0.3280 Eh

Geometry as XYZ:
```
10
Properties=species:S:1:pos:R:3:nbo_charge:R:1
C -0.34676 1.56096 -0.53174 -0.759
C 1.25738 -1.46680 0.49707 0.364
O -1.25861 -0.88479 -0.35445 -0.859
F 2.19353 -0.64858 1.07695 -0.374
F 0.27181 -1.75543 1.48882 -0.419
S 0.15100 -0.24399 -0.77651 0.785
H -0.21020 1.89133 -1.61326 0.243
H -1.37336 1.30597 -0.23130 0.260
H 0.36320 1.89069 0.20632 0.242
H -1.04798 -1.64935 0.23808 0.518
```

***

(3)
DFT (ωB97M-V/def2-TZVPD) results for one molecule with the formula C22H31N3O2.

Output
SMILES = Cc1cc(C(=O)N2CCN(C(=O)C3=CCC3)[C@H]3CCCC[C@@H]3C2)c(C)n1C
lowest unoccupied orbital energy = 0.8 eV
charge = 0
Kohn-Sham gap = 0.3174 Eh

Geometry as XYZ:
```
58
Properties=species:S:1:pos:R:3:nbo_charge:R:1
C 3.16157 4.34344 0.78673 -0.642
C 2.70544 2.93673 0.59956 0.136
C 2.31548 2.28375 -0.53431 -0.283
C 2.00511 0.93688 -0.17418 -0.241
C 1.57224 -0.17818 -1.04154 0.695
O 2.05881 -1.30207 -0.94836 -0.657
N 0.60491 0.06977 -1.98010 -0.445
C 0.20047 -1.05855 -2.80009 -0.229
C -0.58961 -2.13544 -2.02092 -0.224
N -1.25655 -1.57887 -0.85778 -0.438
C -0.81391 -1.79683 0.41715 0.666
O -1.12826 -1.06119 1.34609 -0.645
C -0.05661 -3.04059 0.74774 -0.114
C -0.06424 -3.64582 1.93851 -0.110
C 0.83660 -4.77748 1.50758 -0.426
C 0.82394 -4.10363 0.10216 -0.423
C -2.18197 -0.46448 -1.12593 -0.017
C -3.49297 -0.63626 -0.35557 -0.407
C -4.46194 0.50556 -0.63762 -0.395
C -3.81629 1.84310 -0.29462 -0.395
C -2.54966 2.03601 -1.11823 -0.394
C -1.53116 0.91189 -0.91709 -0.257
C -0.36148 1.15815 -1.87299 -0.196
C 2.22552 0.81360 1.17881 0.217
C 2.06655 -0.35445 2.08863 -0.651
N 2.62867 2.03789 1.64250 -0.330
C 2.97330 2.31629 3.01950 -0.405
H 3.16940 4.84694 -0.17817 0.231
H 2.50018 4.90799 1.44876 0.214
H 4.17149 4.39812 1.19980 0.215
H 2.29495 2.71235 -1.52382 0.219
H -0.40154 -0.65761 -3.61598 0.194
H 1.08796 -1.52221 -3.22996 0.230
H -1.32897 -2.59407 -2.68437 0.191
H 0.09777 -2.90294 -1.69791 0.237
H -0.54431 -3.39276 2.87405 0.212
H 1.81462 -4.80042 1.99062 0.209
H 0.39933 -5.77625 1.54483 0.205
H 0.34283 -4.71348 -0.66411 0.202
H 1.78416 -3.74244 -0.26412 0.237
H -2.42788 -0.55221 -2.19317 0.190
H -3.93148 -1.59810 -0.63348 0.206
H -3.27562 -0.67078 0.71112 0.234
H -4.74863 0.50580 -1.69621 0.187
H -5.37927 0.36010 -0.06359 0.211
H -4.51111 2.66575 -0.47772 0.206
H -3.56792 1.86204 0.77138 0.201
H -2.82629 2.07865 -2.18035 0.187
H -2.07576 2.99336 -0.88378 0.212
H -1.15979 0.94313 0.11026 0.239
H 0.14609 2.06971 -1.57139 0.227
H -0.75286 1.32977 -2.88101 0.188
H 1.91245 -1.25304 1.49902 0.255
H 2.95932 -0.49985 2.70163 0.210
H 1.20471 -0.23733 2.74990 0.230
H 2.27084 1.82045 3.68666 0.216
H 3.98278 1.97327 3.25612 0.202
H 2.91859 3.38682 3.19936 0.214
```

***

(4)
DFT (ωB97M-V/def2-TZVPD) results for C40H40IrN7S4Sb as an isolated structure at a distorted geometry.

Output
2S+1 = 2
lowest unoccupied orbital energy (alpha / beta) = -10.8 / -12.4 eV
charge = +4
Kohn-Sham gap (alpha / beta) = 0.2581 / 0.2038 Eh

Geometry as XYZ:
```
93
Properties=species:S:1:pos:R:3:mulliken_charge:R:1
Ir 0.46091 0.68768 -0.78877 1.570
N 2.01685 2.24294 2.86409 0.096
C 3.11428 2.72800 2.19848 -1.120
C 2.96118 2.36753 0.89583 -0.850
N 1.77511 1.66121 0.76278 0.819
C 1.24274 1.61773 1.96741 0.025
C -0.02150 0.96649 2.10755 -0.398
N -0.49465 0.29700 1.07179 0.316
C -1.75369 -0.15661 1.44463 -0.404
C -1.99883 0.23611 2.71875 -1.376
N -0.88971 0.94341 3.12523 0.277
H 1.84897 2.36220 3.85264 0.190
H 3.89888 3.27773 2.69294 0.451
H 3.61519 2.59061 0.07604 0.680
H -2.38641 -0.72211 0.78530 0.541
H -2.85468 0.09155 3.35745 0.473
H -0.79561 1.39872 4.02223 0.225
N -2.76273 3.14794 -1.38632 0.056
C -1.97177 4.20360 -0.93054 0.527
C -2.26627 5.54031 -0.66950 -1.233
C -1.23144 6.31222 -0.19968 -0.603
C 0.05925 5.77898 0.00067 -0.948
C 0.33714 4.45241 -0.23816 -0.659
C -0.71070 3.65920 -0.70204 0.530
N -0.77170 2.29721 -1.01784 0.480
C -2.00135 2.04845 -1.41413 0.045
C -2.38060 0.69630 -1.73000 0.138
C -3.53145 0.17689 -2.22147 -0.570
S -3.41866 -1.52316 -2.28034 -0.033
C -1.85012 -1.45709 -1.66074 -0.538
N -1.42082 -0.23905 -1.41902 0.791
H -3.73178 3.21414 -1.66011 0.254
H -3.25455 5.95238 -0.82503 0.489
H -1.41238 7.35438 0.02647 0.451
H 0.84668 6.43345 0.35012 0.498
H 1.32357 4.03800 -0.07949 0.456
H -4.41773 0.68708 -2.56980 0.543
H -1.26172 -2.34765 -1.49406 -0.101
C 4.03175 -0.37857 -1.76313 -0.936
C 3.36430 -1.32922 -0.76211 -1.240
S 1.56075 -1.56244 -0.90450 0.384
C 1.38327 -2.14006 -2.62257 -1.184
C 1.45976 -1.11770 -3.74446 -0.941
S 0.49897 0.37647 -3.44613 0.115
C 1.60181 1.67159 -4.07902 -0.670
C 3.05791 1.59474 -3.60461 -0.972
S 3.20228 1.21579 -1.84959 0.174
H 4.09141 -0.81389 -2.75735 0.403
H 5.05108 -0.19493 -1.42570 0.620
H 3.50050 -0.99744 0.26836 0.497
H 3.80828 -2.32138 -0.86157 0.749
H 0.42665 -2.65966 -2.63261 0.375
H 2.16602 -2.88816 -2.76430 0.787
H 1.05393 -1.56863 -4.65200 0.655
H 2.48033 -0.82648 -3.96182 0.276
H 1.11304 2.59085 -3.75428 0.340
H 1.57116 1.64080 -5.16831 0.564
H 3.53184 2.56120 -3.76583 0.498
H 3.63684 0.86204 -4.16384 0.471
C 2.15983 -6.95950 -0.16515 -0.614
C 2.55518 -6.18692 0.92114 -0.762
C 1.75656 -5.14007 1.36235 -0.584
C 0.54083 -4.90236 0.71605 1.144
C 0.14754 -5.65962 -0.39321 -0.654
C 0.95750 -6.70133 -0.81821 -0.839
Sb -0.68519 -3.39785 1.51708 1.152
C -2.61768 -4.15404 1.78044 1.270
C -3.29158 -3.78477 2.95091 -0.616
C -4.54996 -4.31172 3.19666 -0.753
C -5.14896 -5.14917 2.26057 -0.600
C -4.48359 -5.49477 1.08611 -0.749
C -3.21420 -5.00020 0.83659 -0.692
C 0.04318 -3.22761 3.47902 0.313
C -0.23078 -4.27456 4.35902 -0.281
C 0.30238 -4.23090 5.64164 -0.820
C 1.08950 -3.15705 6.03720 -0.659
C 1.36803 -2.12431 5.15076 -0.660
C 0.83977 -2.15106 3.86695 -0.207
H 2.79301 -7.76677 -0.50941 0.463
H 3.48021 -6.40564 1.43873 0.480
H 2.07328 -4.54134 2.20769 0.494
H -0.77957 -5.46356 -0.91638 0.322
H 0.64675 -7.31610 -1.65327 0.477
H -2.83738 -3.11295 3.66997 0.468
H -5.05969 -4.08101 4.12303 0.450
H -6.14366 -5.53474 2.44254 0.446
H -4.94940 -6.16180 0.37250 0.468
H -2.69958 -5.30004 -0.06587 0.195
H -0.83789 -5.11874 4.05423 0.532
H 0.09982 -5.04061 6.33063 0.463
H 1.48613 -3.12555 7.04335 0.444
H 2.00323 -1.30515 5.46406 0.451
H 1.05998 -1.35094 3.16626 0.403
```

***

no.,total energy (eV)
1,-102828.72691
2,-20452.55148
3,-31882.69087
4,-105241.74842